1.
The following is a quantum chemistry calculation of an isolated ion of composition C4H11N2O and charge +1 at a distorted geometry, from the Open Molecules 2025 dataset.

Geometry (Å):
1 C 0.510 1.059 -2.006
2 C 0.330 0.882 -0.502
3 N -0.646 1.681 0.385
4 C 0.008 -0.620 -0.136
5 N -0.206 -0.994 1.062
6 C -0.352 -2.322 1.439
7 O -0.407 -0.117 2.023
8 H -0.321 0.430 -2.540
9 H 1.367 0.577 -2.278
10 H 0.619 2.067 -2.301
11 H 1.264 1.078 0.102
12 H -0.037 2.413 0.742
13 H -0.794 0.928 1.203
14 H -1.461 2.001 -0.054
15 H 0.109 -1.375 -0.821
16 H -0.266 -2.862 0.503
17 H 0.617 -2.757 1.899
18 H -1.064 -2.509 2.173

- highest occupied orbital energy (eV) = -14.2
- 2S+1 = 1
- total charge = +1
- relative energy (zero: lowest compared OMol25 entry of this formula, charge and spin) (kcal per mole) = 100.15
- SMILES string = C[C@@H]([NH3+])/C=[N+](/C)[O-]

These are the Mulliken partial charges, in e, on atoms 1 to 2:
1. C -1.337
2. C 0.281


2.
The following is a quantum chemistry calculation of C27H25Cl4MgNOP as an isolated structure, from the Open Molecules 2025 dataset.

Geometry (Å):
1 Mg 0.758 -0.874 1.385
2 Cl 3.488 -1.484 1.176
3 C 3.764 -1.681 2.934
4 Cl 2.246 -2.072 3.727
5 H 4.154 -0.746 3.316
6 H 4.461 -2.501 3.057
7 O 0.479 1.247 2.952
8 N 1.762 1.023 2.447
9 C 2.015 1.776 1.449
10 C 1.100 2.800 0.886
11 C 1.173 4.119 1.319
12 C 0.313 5.065 0.786
13 C -0.614 4.702 -0.181
14 C -0.686 3.389 -0.617
15 C 0.168 2.426 -0.087
16 P 0.167 0.691 -0.643
17 C -1.542 0.302 -1.087
18 C -1.819 -0.493 -2.198
19 C -3.115 -0.930 -2.431
20 C -4.134 -0.583 -1.558
21 C -3.861 0.206 -0.448
22 C -2.570 0.644 -0.209
23 C 1.125 0.731 -2.184
24 C 0.647 1.390 -3.317
25 C 1.424 1.461 -4.461
26 C 2.688 0.882 -4.480
27 C 3.173 0.232 -3.357
28 C 2.392 0.157 -2.212
29 H 0.447 0.746 3.781
30 H 2.986 1.600 0.994
31 H 1.892 4.400 2.078
32 H 0.365 6.089 1.130
33 H -1.283 5.444 -0.595
34 H -1.419 3.106 -1.363
35 H -1.025 -0.768 -2.882
36 H -3.326 -1.543 -3.297
37 H -5.143 -0.929 -1.740
38 H -4.654 0.474 0.237
39 H -2.363 1.252 0.665
40 H -0.338 1.842 -3.305
41 H 1.047 1.968 -5.339
42 H 3.293 0.938 -5.375
43 H 4.154 -0.224 -3.373
44 H 2.768 -0.366 -1.342
45 Cl 3.437 -3.414 -1.919
46 C 1.933 -4.106 -1.316
47 Cl 0.729 -2.848 -0.924
48 H 2.128 -4.668 -0.411
49 H 1.499 -4.727 -2.089
50 C -3.388 -2.817 3.183
51 C -2.446 -3.651 2.597
52 C -1.259 -3.121 2.103
53 C -0.971 -1.752 2.171
54 C -1.941 -0.938 2.773
55 C -3.132 -1.458 3.273
56 H -4.312 -3.226 3.571
57 H -2.636 -4.715 2.523
58 H -0.548 -3.805 1.647
59 H -1.787 0.135 2.850
60 H -3.858 -0.797 3.732

- highest occupied orbital energy (eV) = -10.9
- 2S+1 = 1
- total charge = +1
- relative energy (zero: lowest compared OMol25 entry of this formula, charge and spin) (kcal per mole) = 12.38

These are the Mulliken partial charges, in e, on atoms 1 to 2:
1. Mg 1.205
2. Cl -0.032


3.
The following is a quantum chemistry calculation of C8H12CoO5 as an isolated structure at a distorted geometry, from the Open Molecules 2025 dataset.

Geometry (Å):
1 O 3.201 0.327 -0.368
2 C 2.349 0.933 0.592
3 O 1.160 0.545 0.880
4 O 3.037 1.548 1.411
5 Co 4.623 0.941 0.832
6 C 0.378 -0.342 0.132
7 C -0.805 -0.689 0.614
8 C -1.889 -1.247 -0.259
9 C -3.022 -0.287 -0.536
10 O -3.678 0.051 0.763
11 C -4.899 0.172 0.873
12 O -5.486 0.457 1.941
13 H 0.692 -0.485 -0.901
14 H -1.006 -0.537 1.676
15 H 2.830 -0.271 -1.032
16 H -2.295 -2.164 0.189
17 H -1.491 -1.519 -1.247
18 H -3.789 -0.725 -1.181
19 H -2.684 0.679 -0.923
20 H -6.458 0.520 1.870
21 C 3.081 1.793 -2.941
22 C 1.782 1.683 -2.584
23 H 3.599 2.751 -2.859
24 H 3.553 1.015 -3.546
25 H 1.205 0.820 -2.926
26 H 1.242 2.522 -2.139

- <S²> = 8.759
- highest occupied orbital energy (spin up / spin down) (eV) = -22.8 / -23.6
- 2S+1 = 6
- total charge = +4

These are the Mulliken partial charges, in e, on atoms 1 to 2:
1. O -0.645
2. C 1.341


4.
The following is a quantum chemistry calculation of C4H5N3O as an isolated structure at a distorted geometry, from the Open Molecules 2025 dataset.

Geometry (Å):
1 C 0.038 0.935 -2.336
2 C -0.194 1.579 -1.122
3 C -0.618 0.687 1.406
4 C 0.172 -0.801 -0.066
5 H 0.515 1.417 -3.563
6 H 0.214 -0.171 -2.385
7 H -0.133 2.732 -0.995
8 H -0.810 1.735 2.052
9 H 1.323 -2.046 1.553
10 N -0.600 0.576 -0.035
11 N -0.119 -0.208 2.195
12 N 0.315 -1.271 1.247
13 O 0.666 -1.469 -0.975

- highest occupied orbital energy (eV) = -9.2
- 2S+1 = 1
- total charge = 0
- relative energy (zero: lowest compared OMol25 entry of this formula, charge and spin) (kcal per mole) = 148.45

These are the Mulliken partial charges, in e, on atoms 1 to 2:
1. C -0.632
2. C 0.009


5.
The following is a quantum chemistry calculation of CH20B4CrO as an isolated structure at a distorted geometry, from the Open Molecules 2025 dataset.

Geometry (Å):
1 Cr -0.164 -0.069 -0.395
2 B -0.076 2.118 0.037
3 H 0.241 2.826 -0.818
4 H 0.778 1.385 0.139
5 H -0.344 2.735 0.981
6 H -1.032 1.575 -0.254
7 B 1.378 -1.592 -0.058
8 H 1.763 -0.537 -0.191
9 H 2.324 -2.230 -0.241
10 H 0.974 -1.854 0.991
11 H 0.590 -1.772 -0.848
12 B -2.107 -1.067 -0.512
13 H -1.416 -1.140 -1.400
14 H -1.618 -1.759 0.283
15 H -2.128 0.013 -0.201
16 H -3.164 -1.483 -0.712
17 B 0.302 0.516 -2.525
18 H 0.430 0.674 -3.660
19 H 1.136 1.070 -1.943
20 H -0.726 0.768 -2.117
21 H 0.466 -0.576 -2.268
22 C 0.746 0.143 2.681
23 O -0.357 -0.117 1.817
24 H 0.686 -0.626 3.458
25 H 1.698 0.029 2.175
26 H 0.766 1.097 3.214
27 H -1.143 -0.127 2.367

- <S²> = 3.778
- highest occupied orbital energy (spin up / spin down) (eV) = -5.7 / -6.0
- 2S+1 = 4
- total charge = -1
- relative energy (zero: lowest compared OMol25 entry of this formula, charge and spin) (kcal per mole) = 22.73

These are the Mulliken partial charges, in e, on atoms 1 to 2:
1. Cr -1.669
2. B 0.615


6.
The following is a quantum chemistry calculation of an isolated ion of composition C2H8N3O and charge +1 at a distorted geometry, from the Open Molecules 2025 dataset.

Geometry (Å):
1 C -0.266 -0.779 0.008
2 C 0.750 1.484 0.240
3 N 0.020 -2.045 -0.219
4 N -1.531 -0.326 0.167
5 N 0.813 -0.020 0.174
6 O -0.114 2.014 -0.737
7 H 0.300 1.715 1.198
8 H 1.764 1.836 0.104
9 H -0.699 -2.598 -0.672
10 H 0.991 -2.086 -0.431
11 H -2.277 -0.968 0.159
12 H -1.737 0.615 0.029
13 H 1.678 -0.395 -0.110
14 H 0.358 2.420 -1.479

- <S²> = 2.007
- highest occupied orbital energy (spin up / spin down) (eV) = -9.3 / -14.4
- 2S+1 = 3
- total charge = +1
- relative energy (zero: lowest compared OMol25 entry of this formula, charge and spin) (kcal per mole) = 33.40

These are the Mulliken partial charges, in e, on atoms 1 to 2:
1. C 0.484
2. C -0.427


2S+1 of number 3 (C8H12CoO5)?
6